15
Properties=species:S:1:pos:R:3:forces:R:3:lowdin_charge:R:1 method="wB97M-V/def2-TZVPD" homo_ev=-8.50 total_energy_ev=-20575.2601 charge=0 smiles="SNC1=NOCCN1" orbital_gap_ha=0.3359 relative_energy_ev=2.924 lumo_ev=0.6
C -0.5439 -0.6715 -0.0515 -1.259 -0.061 0.396 -0.549
C 1.9566 -0.0355 -0.3305 -0.317 0.424 0.932 -0.195
C 1.0130 1.1128 0.0870 1.312 0.040 0.856 -0.163
H -3.0881 0.2528 1.3571 0.031 -0.300 -0.210 -0.126
H -2.0005 -2.0164 -0.2562 -0.162 0.757 0.131 0.095
H 1.9295 -0.2115 -1.4102 -0.169 -0.267 0.052 0.123
H 2.9838 0.1288 -0.0110 0.024 0.435 -0.200 0.123
H 1.1413 1.9651 -0.5594 -0.147 0.362 -0.349 0.112
H 1.2660 1.4292 1.1144 0.203 -0.060 -0.428 0.122
H -1.0809 1.2213 -0.3261 0.870 -0.521 0.585 0.110
N -1.8758 -0.9977 -0.2824 -0.525 -1.517 -0.329 -0.387
N 0.2829 -1.6311 0.0749 0.644 -0.421 0.269 0.090
N -0.3432 0.6397 0.1153 -0.569 1.549 -0.928 0.037
O 1.5854 -1.1563 0.4477 -0.394 -0.465 -0.772 -0.147
S -3.2261 -0.0295 0.0308 0.460 0.046 -0.005 0.756

---

91
Properties=species:S:1:pos:R:3:forces:R:3:lowdin_charge:R:1 method="wB97M-V/def2-TZVPD" homo_ev=-11.91 total_energy_ev=-160244.0843 charge=+1 orbital_gap_ha=0.2680 relative_energy_ev=3.445 lumo_ev=-4.6
O 9.2306 -2.5498 4.6201 -1.753 0.895 -0.740 0.164
B 8.6393 -1.4834 3.9394 1.313 0.892 1.490 -0.523
O 8.7683 -0.1994 4.5266 -1.572 -1.709 -0.886 0.147
C 7.7848 -1.5842 2.5780 -3.927 -0.295 -2.407 0.127
C 6.2816 -1.4818 2.5615 4.494 -0.590 -2.648 0.143
C 5.7350 -1.5553 1.1952 -3.554 0.129 0.959 -0.132
C 4.1711 -1.4663 1.0741 0.484 0.634 0.135 -0.182
C 3.5361 -0.1510 1.3150 -2.671 -3.141 -1.145 0.009
C 2.0551 -0.2083 1.1179 2.596 -1.233 0.022 -0.004
C 1.5080 -1.5158 0.7354 -0.713 1.455 0.327 -0.112
N 2.1240 -2.7188 0.5600 1.535 1.708 0.491 0.071
C 3.4756 -2.7102 0.7280 -0.151 2.468 0.199 -0.119
N 6.4120 -1.7311 0.0217 0.086 0.208 2.703 -0.440
Cl 5.6275 -1.7993 -1.5069 0.481 0.053 0.731 0.860
N 7.7256 -1.8357 0.0119 0.527 0.212 1.297 0.142
C 8.3290 -1.7456 1.1977 1.393 0.165 1.057 -0.238
O 9.7313 -1.8218 1.1346 -1.677 0.545 0.056 0.060
H 8.8816 -2.4824 5.5347 0.906 -0.083 -0.392 0.130
H 7.9209 0.2771 4.3907 0.731 0.243 0.004 0.077
H 5.6851 -1.3607 3.4971 0.372 -0.216 -1.496 0.119
H 4.0875 0.7804 1.5764 -0.457 -1.022 -0.222 0.118
H 1.4057 0.7174 1.2539 0.871 -1.635 -0.334 0.101
H 0.3936 -1.5234 0.5588 1.342 -0.104 0.216 0.121
H 4.0670 -3.6451 0.5718 -0.824 1.021 0.194 0.095
H 10.0650 -0.9265 0.9310 0.001 -0.512 -0.041 0.138
C 2.3177 -7.6876 0.3980 -0.011 0.117 -0.649 -0.163
C 3.6721 -8.3638 0.3005 -0.296 -0.621 0.144 -0.165
O 4.5830 -7.4483 0.9167 -0.350 0.750 0.183 -0.187
S 3.8178 -6.6567 2.0978 -0.351 -0.785 -0.362 0.636
O 4.1144 -7.2927 3.3327 -0.056 0.554 -0.129 -0.205
O 4.0020 -5.2566 1.8914 0.275 -0.498 0.360 -0.253
O 2.3112 -7.0471 1.6766 0.726 -0.029 0.315 -0.179
H 2.2031 -6.9177 -0.3694 -0.014 -0.051 0.005 0.134
H 1.4954 -8.3974 0.3232 0.009 0.104 0.256 0.140
H 3.9643 -8.5638 -0.7287 0.176 0.209 0.099 0.138
H 3.6918 -9.2959 0.8709 -0.032 0.015 -0.065 0.137
C 3.7839 1.1831 7.4263 -0.517 -0.277 0.476 -0.150
C 4.5888 -0.0929 7.5796 0.469 0.371 0.503 -0.153
O 4.5296 -0.7189 6.2919 -0.296 0.430 -0.721 -0.182
S 4.4585 0.4208 5.1551 -0.597 0.337 1.518 0.626
O 5.7798 0.6271 4.6444 -0.332 -0.018 -0.281 -0.243
O 3.3489 0.1470 4.3126 0.657 -0.078 -0.219 -0.200
O 4.0915 1.6620 6.1107 0.631 -0.561 -0.552 -0.173
H 2.7108 0.9836 7.4737 0.052 0.008 0.012 0.140
H 4.0463 1.9287 8.1749 0.094 0.092 -0.262 0.143
H 4.1853 -0.7507 8.3468 -0.059 -0.136 -0.276 0.144
H 5.6366 0.1244 7.8023 -0.059 0.002 0.047 0.137
C -0.3284 3.8266 2.2542 0.428 0.290 -0.137 -0.175
C -1.2699 4.6392 1.3833 -0.331 0.167 0.465 -0.163
O -1.5394 3.8054 0.2538 0.535 -0.582 0.106 -0.179
S -1.5168 2.2581 0.7174 -0.442 0.337 0.550 0.638
O -2.8514 1.8421 0.9486 2.764 -0.683 2.862 -0.239
O -0.6216 1.5485 -0.1368 -0.296 0.061 0.122 -0.231
O -0.7947 2.4797 2.1545 -0.208 0.174 -0.357 -0.200
H 0.6951 3.8632 1.8707 -0.023 0.083 0.017 0.129
H -0.3377 4.1567 3.2921 -0.108 -0.220 -0.018 0.135
H -0.8319 5.5843 1.0671 -0.023 -0.160 -0.229 0.138
H -2.2165 4.8310 1.8954 0.072 0.033 0.033 0.137
C -3.4941 0.7186 -3.8599 -0.299 -0.248 -0.457 -0.158
C -4.3911 1.9388 -3.9334 0.445 0.385 -0.285 -0.157
O -5.2433 1.8384 -2.7885 0.122 -0.800 0.208 -0.216
S -4.4289 1.1224 -1.5830 0.221 0.365 -0.581 0.651
O -3.9130 2.1311 -0.7203 -2.397 -0.163 -3.192 -0.257
O -5.2042 0.0291 -1.1065 0.058 0.434 0.108 -0.208
O -3.2072 0.5454 -2.4686 -0.364 0.509 0.357 -0.182
H -4.0132 -0.1758 -4.2143 0.024 0.040 -0.028 0.133
H -2.5729 0.8496 -4.4253 0.045 0.000 0.250 0.140
H -4.9785 1.9691 -4.8498 -0.117 0.001 0.165 0.120
H -3.8116 2.8615 -3.8438 0.001 -0.043 -0.082 0.140
C -7.2255 0.0359 -7.3868 -0.204 -0.003 0.518 -0.170
C -8.1514 1.1808 -7.7524 -0.348 -0.351 -0.404 -0.165
O -7.2975 2.3217 -7.8628 0.744 -0.245 0.255 -0.185
S -5.8490 1.8509 -8.3997 -0.609 -0.162 -0.063 0.626
O -5.7970 2.0672 -9.8026 0.341 -0.028 0.394 -0.208
O -4.8567 2.3496 -7.5082 -0.137 0.000 -0.237 -0.233
O -6.0312 0.2655 -8.1386 -0.093 0.553 -0.273 -0.191
H -6.9692 0.0583 -6.3240 -0.070 -0.017 -0.011 0.127
H -7.6512 -0.9351 -7.6355 0.206 0.047 -0.151 0.137
H -8.9223 1.3483 -7.0023 0.179 0.231 0.014 0.139
H -8.6215 1.0147 -8.7252 -0.016 -0.051 0.065 0.136
C -8.4976 4.2161 -1.0101 -0.320 -0.493 0.186 -0.163
C -7.7923 3.4230 -2.0940 0.536 0.186 0.329 -0.181
O -8.4544 3.7886 -3.3075 -0.558 0.386 0.175 -0.191
S -8.9522 5.3233 -3.1970 0.191 -0.209 0.283 0.626
O -7.9910 6.1536 -3.8373 -0.419 -0.036 0.106 -0.219
O -10.3374 5.3687 -3.5114 0.390 0.048 -0.158 -0.217
O -8.7760 5.4887 -1.5986 0.265 -0.074 -0.637 -0.187
H -9.4484 3.7522 -0.7352 0.051 -0.013 0.014 0.134
H -7.8824 4.3343 -0.1193 -0.019 0.226 -0.122 0.137
H -7.8544 2.3485 -1.9310 -0.123 0.058 -0.218 0.135
H -6.7443 3.7165 -2.1798 -0.050 -0.055 0.091 0.121

---

35
Properties=species:S:1:pos:R:3:forces:R:3:lowdin_charge:R:1 method="wB97M-V/def2-TZVPD" homo_ev=-6.66 total_energy_ev=-25493.7898 charge=0 orbital_gap_ha=0.1277 relative_energy_ev=0.000 lumo_ev=-3.2
N -3.0749 -1.9190 -0.7362 -0.402 -0.197 -0.788 -0.347
O -2.9514 -3.0433 -1.1767 1.754 -1.573 0.271 -0.133
O -4.1023 -1.3564 -1.0545 -0.761 2.136 0.579 -0.131
C -0.0639 0.0769 -0.1536 -0.133 0.296 -0.265 0.060
C -0.2412 0.8964 -1.3482 -0.054 -0.207 0.017 -0.134
C -0.3534 0.3478 -2.6375 0.101 -0.141 0.299 -0.004
C -0.3859 1.1627 -3.7480 -0.041 -0.119 -0.130 -0.057
C -0.3034 2.5384 -3.6153 -0.032 0.057 0.018 -0.060
C -0.2061 3.1018 -2.3559 0.068 0.185 -0.089 -0.065
C -0.1811 2.2983 -1.2388 -0.025 -0.343 0.423 -0.010
C -0.4086 0.4915 1.1880 -0.221 0.252 0.905 -0.111
C 0.3598 -0.2489 2.1177 -0.549 0.748 0.592 -0.097
C 0.2967 0.0078 3.4809 0.450 -0.465 -0.989 0.005
C -0.5862 0.9679 3.9256 -0.377 0.445 -0.163 -0.050
C -1.4103 1.6456 3.0297 0.012 0.071 0.455 -0.058
C -1.3316 1.4270 1.6714 0.257 -0.458 -0.691 0.010
C 1.1355 -1.2161 1.3741 0.610 -0.688 -0.514 -0.097
C 0.8366 -1.0492 -0.0020 0.471 -0.855 0.066 -0.088
C 1.4624 -1.8952 -0.9253 -0.542 0.629 0.146 0.022
C 2.3448 -2.8516 -0.4691 0.275 -0.304 0.183 -0.058
C 2.6506 -2.9778 0.8842 0.022 -0.163 -0.590 -0.051
C 2.0490 -2.1628 1.8170 -0.731 0.940 0.075 0.004
H -0.4468 -0.7194 -2.7477 -0.103 -0.161 -0.034 0.115
H -0.4766 0.7331 -4.7331 -0.039 -0.131 -0.064 0.112
H -0.3141 3.1708 -4.4901 -0.013 0.034 -0.079 0.110
H -0.1218 4.1731 -2.2562 -0.021 0.086 0.084 0.110
H -0.0439 2.7341 -0.2626 -0.023 0.112 0.111 0.113
H 0.9514 -0.5164 4.1573 -0.007 -0.121 0.187 0.114
H -0.6349 1.1980 4.9748 -0.101 0.041 0.240 0.108
H -2.1260 2.3532 3.4107 -0.130 0.143 0.055 0.107
H -2.0078 1.9121 0.9884 -0.104 0.207 -0.090 0.125
H 1.2314 -1.8091 -1.9718 0.101 -0.062 -0.219 0.106
H 2.8089 -3.5224 -1.1711 0.084 -0.089 -0.157 0.107
H 3.3604 -3.7182 1.2077 0.156 -0.195 0.001 0.108
H 2.2848 -2.2302 2.8662 0.048 -0.111 0.156 0.115

---

31
Properties=species:S:1:pos:R:3:forces:R:3:lowdin_charge:R:1 method="wB97M-V/def2-TZVPD" homo_ev="-18.36 / -19.83" total_energy_ev=-94623.1451 charge=+3 multiplicity=5 orbital_gap_ha="0.2610 / 0.1790" relative_energy_ev=0.820 lumo_ev="-11.3 / -15.0"
O -0.5500 5.3542 -4.4690 0.319 -3.544 0.240 0.035
C -0.4460 4.2125 -4.3789 -0.308 3.461 -0.204 -0.004
Os 0.1733 -0.5690 -2.9803 1.001 -3.260 1.354 0.962
O 0.8708 1.8109 -1.1887 -0.905 -2.811 -2.456 0.176
C 0.5923 0.9309 -1.9031 1.165 4.307 3.376 -0.350
C 0.6407 -3.8933 -1.5236 1.155 -2.251 0.958 -0.023
O 1.0998 -4.8606 -1.1388 -1.077 2.229 -0.965 0.133
C 1.8542 -0.6679 -3.8956 6.771 -0.115 -3.570 -0.227
O 2.9034 -0.6680 -4.4252 -5.051 0.014 2.506 0.203
C -0.8592 -0.6702 -4.5968 -3.420 -0.573 -5.442 -0.266
O -1.4351 -0.7186 -5.6035 2.237 0.265 3.926 0.241
H -0.3046 0.7696 -3.4920 -1.070 2.542 -0.882 0.039
C -2.7247 -0.6089 1.4953 -0.338 -0.636 0.643 0.055
N -1.2677 -0.6015 1.3374 0.981 0.014 0.951 -0.010
C -0.5701 -0.9560 0.2415 0.431 0.052 0.285 -0.521
Se -1.3431 -1.6718 -1.3802 -0.494 0.220 0.972 0.965
N 0.7397 -0.7193 0.4920 -0.571 0.109 0.692 0.164
C 0.8887 -0.1961 1.7780 -0.915 -0.992 -1.360 -0.130
C 1.9872 0.3979 2.3687 0.618 -0.561 -0.917 0.157
C 1.7557 1.0008 3.6032 -0.965 0.961 2.012 0.083
C 0.4678 1.0349 4.1889 1.610 0.337 0.141 0.072
C -0.6307 0.4586 3.5531 0.087 -0.445 0.255 0.162
C -0.3627 -0.1842 2.3379 -0.946 -0.013 -2.293 -0.074
H -3.1746 -0.4246 0.5268 -0.216 0.131 0.028 0.095
H -3.0069 0.1593 2.2292 0.028 -0.165 -0.523 0.120
H -3.0365 -1.5930 1.8932 0.078 0.417 -0.284 0.144
H 1.5050 -0.8591 -0.1485 0.087 -0.241 -0.238 0.160
H 2.9342 0.3614 1.8297 0.086 0.318 0.496 0.171
H 2.5856 1.4766 4.1251 -0.175 -0.136 -0.035 0.159
H 0.3339 1.4968 5.1624 0.077 0.014 -0.118 0.155
H -1.6207 0.3978 3.9615 -0.278 0.352 0.452 0.153

---

15
Properties=species:S:1:pos:R:3:forces:R:3:lowdin_charge:R:1 method="wB97M-V/def2-TZVPD" homo_ev=-7.59 total_energy_ev=-9867.4741 charge=0 orbital_gap_ha=0.2898 relative_energy_ev=5.184 lumo_ev=0.3
C 1.7398 -0.3218 -0.1014 -2.794 4.064 -0.046 -0.454
C 1.8589 1.0820 -0.0105 -2.152 -0.787 1.417 0.001
C -0.4568 0.4522 -0.2378 4.917 -1.032 0.969 -0.390
C -1.8247 0.3520 -0.2826 -5.364 1.906 1.987 -0.137
C -2.6354 -0.7686 0.0389 4.848 0.627 -1.646 0.022
C 0.3037 -0.6662 -0.1685 2.027 -4.235 2.121 -0.014
H 2.7032 -2.0044 0.3387 1.068 4.536 -3.031 0.279
H 2.7772 1.6347 0.5773 -2.869 -1.075 -2.142 0.169
H 0.2677 2.4116 0.0793 -1.198 2.690 0.171 0.091
H -2.1433 1.5150 -0.2734 -0.783 -2.864 -0.435 0.148
H -2.0460 -1.8113 0.1090 -1.781 2.525 -0.118 0.085
H -3.6786 -0.7927 -0.1104 -0.963 0.203 0.253 0.015
H -0.1687 -1.6275 0.4307 1.545 2.105 -2.508 0.154
N 0.4411 1.4919 -0.1049 2.522 -1.033 -0.295 0.054
O 2.8618 -0.9468 -0.2845 0.978 -7.631 3.303 -0.024

---

37
Properties=species:S:1:pos:R:3:forces:R:3:lowdin_charge:R:1 method="wB97M-V/def2-TZVPD" homo_ev="0.10 / 0.11" total_energy_ev=-136384.9891 charge=-2 orbital_gap_ha="0.1637 / 0.1636" relative_energy_ev=10.410 lumo_ev="4.6 / 4.6"
Tl 0.6080 2.2120 -0.6638 0.105 0.007 0.055 0.491
Br -0.5946 0.4369 -3.0408 -0.065 0.045 -0.113 0.656
C -2.4176 0.6837 -2.5570 -0.007 0.042 -0.020 -0.601
C -3.3328 -0.0292 -3.2758 -0.017 -0.021 0.030 -0.159
C -4.7063 0.0993 -2.9839 0.011 -0.002 -0.015 -0.112
C -5.1074 0.9287 -1.9806 0.003 -0.004 0.020 -0.068
C -4.1631 1.6652 -1.2216 -0.027 -0.002 -0.004 -0.180
C -4.6007 2.4861 -0.1547 0.004 0.007 -0.008 -0.078
C -3.6915 3.1893 0.5795 -0.004 0.018 -0.016 -0.111
C -2.3173 3.1114 0.2637 0.028 0.058 -0.024 -0.176
C -1.8099 2.3274 -0.7481 -0.004 -0.101 0.020 -0.272
C -2.7661 1.5766 -1.5007 -0.029 -0.014 0.023 -0.238
H -2.9981 -0.7046 -4.0511 -0.002 0.008 -0.008 0.083
H -5.4293 -0.4735 -3.5533 0.002 -0.003 0.003 0.087
H -6.1596 1.0281 -1.7324 0.003 -0.004 0.001 0.096
H -5.6616 2.5248 0.0721 0.002 0.003 -0.003 0.092
H -4.0222 3.8001 1.4148 0.001 0.010 -0.014 0.086
H -1.6337 3.6949 0.8801 -0.001 -0.033 0.026 0.070
S -0.9567 -1.4632 0.0961 -0.014 0.153 0.088 0.326
C 2.8468 -0.3790 1.5160 0.387 0.148 -0.244 -0.551
N 0.3562 0.7344 1.1235 -0.170 0.107 -0.463 -0.535
C 1.3494 1.2169 3.3220 0.979 -0.033 0.015 -0.438
C 0.3288 1.9856 4.0719 -0.044 -0.389 0.321 -0.221
C 0.7082 2.5106 5.3867 0.058 0.238 -0.142 -0.054
C 2.0103 2.5534 5.7189 0.026 0.026 0.046 -0.108
C 3.0423 1.9214 4.9288 0.079 -0.070 0.028 -0.141
C 2.7364 1.1664 3.8527 -0.392 -0.511 0.121 -0.525
S 3.9276 0.1441 3.0745 0.046 0.027 -0.386 0.865
H -0.7149 1.7490 3.8855 0.016 0.015 -0.140 0.145
H -0.0579 2.8864 6.0546 -0.004 -0.027 0.017 0.087
H 2.3114 3.0183 6.6526 -0.012 -0.031 0.024 0.086
H 4.0675 1.9551 5.2837 -0.014 0.001 0.001 0.084
O 1.1984 -1.1731 3.3177 0.003 -0.088 0.568 -0.531
Cl 0.8655 -0.2512 2.1322 -0.154 2.007 -0.215 0.845
O 1.0203 2.5246 2.9395 -0.355 -0.011 -0.111 -0.021
O -0.1586 -1.7176 1.4625 -0.272 -1.574 -0.230 -0.989
O 3.3177 -0.6361 0.4695 -0.169 -0.001 0.748 0.009